The following is a DFT calculation (ωB97M-V with the def2-TZVPD basis set) of a molecular structure, C12H14CoF6N4O7S2.

Atoms and positions in Å:
1 Co -0.32570 1.50752 0.42336
2 F 3.31434 2.17985 -1.83319
3 C 3.88283 2.10253 -0.63921
4 F 4.38364 0.89438 -0.45617
5 F 4.82294 3.01627 -0.52366
6 S 2.61013 2.40182 0.67180
7 O 1.52784 1.46678 0.22043
8 O 3.20306 2.10746 1.92175
9 N 2.19359 3.89599 0.49888
10 S 0.80707 4.40343 0.00440
11 O 0.50321 5.71065 0.43933
12 O -0.26228 3.38923 0.24980
13 C 0.86521 4.43459 -1.85318
14 F 2.02813 4.91372 -2.24720
15 F -0.11994 5.18671 -2.29815
16 F 0.71647 3.18904 -2.30985
17 C -4.80401 1.62748 0.31409
18 C -3.35476 1.56538 0.31944
19 N -2.21450 1.52266 0.32126
20 H -5.19089 1.00166 -0.48888
21 H -5.11654 2.65906 0.15818
22 H -5.18034 1.27167 1.27219
23 C -2.73970 -2.99330 0.02198
24 C -1.42616 -3.59311 -0.46806
25 C -0.18238 -2.79464 -0.02933
26 C 1.10527 -3.43466 -0.58986
27 C 2.37375 -2.67991 -0.20711
28 C -0.10189 -2.85917 1.49655
29 O -0.04000 -3.88447 2.10453
30 N -0.09174 -1.63463 2.21587
31 C -0.21664 -0.47289 1.57757
32 O -0.27618 0.69052 2.12593
33 N -0.31051 -0.34388 0.27250
34 C -0.29817 -1.39311 -0.64626
35 O -0.37004 -1.19706 -1.82389
36 H -3.58023 -3.59730 -0.31518
37 H -2.88629 -1.98228 -0.36943
38 H -2.78419 -2.95595 1.11352
39 H -1.41258 -3.64120 -1.55656
40 H -1.31180 -4.60705 -0.08370
41 H 0.99832 -3.47823 -1.67346
42 H 1.14645 -4.45804 -0.21455
43 H 2.36547 -1.65553 -0.58887
44 H 3.24719 -3.17372 -0.62887
45 H 2.51443 -2.64438 0.87590
46 H -0.01187 -1.66388 3.22535

HOMO (alpha / beta) = -13.800 / -13.801 eV
HOMO-LUMO gap (alpha / beta) = 0.27937 / 0.28114 Ha
energy = -108559.32933 eV
relative energy (zero: lowest compared OMol25 entry of this formula, charge and spin) = 4.46 kcal per mole
total charge = +1
LUMO energy (alpha / beta) = -6.198 / -6.151 eV